Entry 1:
Density functional theory data (the ωB97M-V functional and the def2-TZVPD basis) for a cluster of 2 separate species, C2H8O2 in total in a non-equilibrium geometry.

Each line ends with the Mulliken charge.
Positions of all 12 atoms, in Å:
1 C -0.738 0.850 1.716  -0.384
2 O -0.223 -0.439 1.669  -0.112
3 H 0.468 -0.540 0.916  0.545
4 H -0.611 1.321 0.752  0.305
5 H -1.754 0.767 2.116  0.293
6 H -0.229 1.312 2.591  0.320
7 C 0.233 -0.458 -1.896  -0.571
8 O 0.875 -0.508 -0.600  -0.578
9 H 1.763 -0.909 -0.638  0.343
10 H -0.703 -1.005 -1.820  0.261
11 H 0.049 0.569 -2.189  0.255
12 H 0.872 -0.961 -2.616  0.322

Results
2S+1: 2
<S²>: 0.754
ΔE to the lowest compared entry with this formula, charge and spin (eV): 0.000
Total charge: +1
Kohn-Sham gap (alpha / beta) (eV): 12.62 / 6.53

Entry 2:
Density functional theory data (the ωB97M-V functional and the def2-TZVPD basis) for an isolated molecule of C3H8N2S2 in a non-equilibrium geometry.

Each line ends with the Mulliken charge.
Positions of all 15 atoms, in Å:
1 C -1.727 1.741 -0.599  -0.937
2 C 0.065 -0.296 -0.050  0.413
3 C 2.188 0.111 1.618  -0.802
4 H -1.955 1.736 0.448  0.347
5 H -0.966 2.525 -0.855  0.300
6 H -2.687 2.003 -1.045  0.331
7 H 1.651 -0.479 2.397  0.244
8 H 2.782 -0.558 0.974  0.270
9 H 2.881 0.864 2.045  0.319
10 H -0.153 -3.405 0.181  0.259
11 H -1.277 -2.245 -0.381  0.209
12 N 0.406 -1.500 0.218  -0.144
13 N -0.294 -2.518 -0.387  -0.661
14 S -1.271 0.098 -1.155  -0.088
15 S 1.007 1.049 0.630  -0.060

Results
ΔE to the lowest compared entry with this formula, charge and spin (eV): 1.455
Total charge: 0
Kohn-Sham gap (eV): 8.81

Question: The highest ΔE to the lowest compared entry with this formula, charge and spin belongs to which entry?
Answer: C3H8N2S2

Question: total charge of number 2 (C3H8N2S2)?
Answer: 0

What did the second record say?
Density functional theory data (the ωB97M-V functional and the def2-TZVPD basis) for an isolated molecule of C3H8N2S2 in a non-equilibrium geometry.

Each line ends with the Mulliken charge.
Positions of all 15 atoms, in Å:
1 C -1.727 1.741 -0.599  -0.937
2 C 0.065 -0.296 -0.050  0.413
3 C 2.188 0.111 1.618  -0.802
4 H -1.955 1.736 0.448  0.347
5 H -0.966 2.525 -0.855  0.300
6 H -2.687 2.003 -1.045  0.331
7 H 1.651 -0.479 2.397  0.244
8 H 2.782 -0.558 0.974  0.270
9 H 2.881 0.864 2.045  0.319
10 H -0.153 -3.405 0.181  0.259
11 H -1.277 -2.245 -0.381  0.209
12 N 0.406 -1.500 0.218  -0.144
13 N -0.294 -2.518 -0.387  -0.661
14 S -1.271 0.098 -1.155  -0.088
15 S 1.007 1.049 0.630  -0.060

Results
ΔE to the lowest compared entry with this formula, charge and spin (eV): 1.455
Total charge: 0
Kohn-Sham gap (eV): 8.81

Question: ΔE to the lowest compared entry with this formula, charge and spin of number 1 (C2H8O2)?
Answer: 0.000 eV